# C20H22Cl2N2O4

An isolated molecule of C20H22Cl2N2O4 (wB97M-V/def2-TZVPD, the OMol25 dataset).

```
50
Properties=species:S:1:pos:R:3:forces:R:3
C -2.04336 -2.08255 -3.24164 0.2 0.0 -0.2
H -2.47197 -2.89524 -3.82645 0.1 0.1 0.0
O -2.91732 -1.90150 -2.15281 -0.3 0.2 0.4
C -2.68181 -0.86990 -1.29305 0.0 0.0 0.0
C -1.56421 -0.05344 -1.35964 0.1 -0.1 -0.1
C -1.41074 0.99160 -0.45694 -0.5 -0.1 0.0
C -2.38797 1.23275 0.48812 0.0 -0.1 -0.2
C -3.51960 0.41685 0.58034 0.1 0.0 -0.1
C -3.66438 -0.65956 -0.30214 -0.2 -0.2 0.1
O -4.78872 -1.46265 -0.25058 0.3 0.5 -0.3
C -4.56566 -2.83468 0.00850 0.1 -0.3 0.1
H -5.55579 -3.27960 0.09386 0.1 0.0 0.0
H -4.01640 -3.31766 -0.80125 -0.1 0.0 0.1
H -4.02012 -2.97354 0.94945 0.0 0.0 0.0
O -4.37520 0.79287 1.56616 0.3 0.0 -0.2
C -5.62463 0.16152 1.74752 -0.4 -0.1 0.1
H -6.20683 0.14636 0.82533 0.0 0.0 0.1
H -5.51181 -0.85922 2.12134 0.0 0.1 0.0
H -6.13703 0.76381 2.49819 0.0 -0.1 0.0
H -2.31855 2.06699 1.16812 0.0 0.1 0.1
C -0.24576 1.91478 -0.62353 -0.1 0.0 0.0
O -0.04348 2.48660 -1.67801 -0.1 0.0 -0.3
N 0.53533 2.11941 0.46897 0.1 0.1 0.1
C 0.57099 1.27623 1.63553 0.1 -0.3 0.2
H -0.35142 0.70351 1.71539 0.2 0.1 0.1
C 1.77243 0.30868 1.55804 -0.1 -0.1 0.1
N 2.84135 0.93543 0.81296 -0.3 0.1 -0.1
C 3.86502 0.18338 0.29405 0.3 -0.2 -0.1
C 4.14047 -1.08702 0.82216 0.0 0.1 0.0
C 5.14959 -1.87780 0.30896 0.0 0.2 -0.2
C 5.94020 -1.44734 -0.74180 -0.1 0.0 0.1
C 5.67045 -0.20654 -1.29082 0.0 -0.1 0.1
C 4.64795 0.58688 -0.80415 0.1 0.0 0.0
Cl 4.32954 2.05584 -1.67438 0.0 0.0 -0.1
H 6.24890 0.14526 -2.13064 0.0 0.1 -0.1
H 6.73247 -2.06469 -1.13022 0.1 -0.1 0.0
Cl 5.43413 -3.42975 1.01501 0.0 -0.2 0.1
H 3.57038 -1.45470 1.65848 -0.1 0.0 0.1
C 2.89958 2.36370 1.01610 -0.1 0.2 0.1
H 2.89606 2.56621 2.09693 0.1 0.0 0.0
C 1.67810 3.00878 0.35082 0.2 0.3 -0.2
H 1.85076 3.16921 -0.71615 0.0 0.0 0.2
H 1.45076 3.97368 0.81851 0.1 0.0 0.0
H 3.81861 2.77520 0.60768 -0.1 0.0 0.1
H 2.07784 0.04170 2.58215 0.0 -0.1 0.0
H 1.47743 -0.60294 1.03129 0.0 0.0 0.1
H 0.65662 1.91746 2.51900 -0.1 -0.1 0.0
H -0.80994 -0.19517 -2.11536 0.0 0.0 -0.1
H -1.98272 -1.18269 -3.85987 0.0 0.0 0.0
H -1.03954 -2.36648 -2.90955 0.0 0.0 0.0
```
Forces are in eV/Å.

For the LUMO energy, the calculation gives 0.02003 Ha. As for the SMILES: COc1cc(C(=O)N2CCN(c3cc(Cl)ccc3Cl)CC2)cc(OC)c1OC. For the strongest force on any atom, the calculation gives 0.014 Eh/bohr. Its HOMO energy is -8.138 eV. The value obtained for the energy relative to the best compared isomer or geometry (same formula, charge and spin) is 359.1 kJ/mol. The orbital gap is 0.3191 Ha.



# C20H22Cl3O5

A cluster of 2 separate species, C20H22Cl3O5 in total at a distorted geometry (wB97M-V/def2-TZVPD, the OMol25 dataset).

```
50
Properties=species:S:1:pos:R:3:forces:R:3
C 1.90804 2.12299 -2.96797 -0.4 -0.3 0.0
C 1.67803 2.64281 -1.56588 0.6 0.5 0.2
O 0.52108 2.06516 -1.01227 0.2 -0.1 0.1
C 0.31979 2.45460 0.28745 -1.8 -0.3 1.2
C -0.93064 2.10163 0.89973 -0.7 -0.7 -0.8
C -1.20602 2.48527 2.32285 -0.1 -0.2 0.1
C -1.54049 3.96948 2.41309 0.0 0.2 0.2
C -0.06518 2.09946 3.25933 0.2 0.2 0.2
C -2.03668 1.61323 0.12829 2.9 0.5 -0.2
O -1.91566 1.20630 -1.02508 -0.9 -0.5 -0.1
O -3.26111 1.69188 0.74820 -0.1 0.1 0.0
C -4.26958 1.36908 -0.17297 -0.7 -0.8 -0.3
C -4.42307 2.43836 -1.23443 0.1 0.3 -0.3
O 1.14583 3.11019 0.91767 1.1 0.4 -0.7
H 2.77246 2.58447 -3.44790 0.0 0.1 0.2
H 2.05446 1.04282 -2.95580 0.1 -0.1 0.0
H 1.02978 2.30787 -3.58732 0.0 0.1 0.0
H 2.52632 2.42131 -0.90285 0.0 0.2 -0.3
H 1.53330 3.73260 -1.56350 0.3 -0.1 -0.1
H -2.10034 1.91372 2.63155 0.4 0.3 0.0
H -2.37104 4.22129 1.75055 0.0 -0.1 0.0
H -1.81299 4.25887 3.42969 0.0 0.1 0.2
H -0.67674 4.56034 2.10526 0.1 0.0 0.0
H 0.14503 1.03132 3.20657 -0.1 -0.1 0.0
H 0.84407 2.63011 2.97694 -0.1 -0.1 0.1
H -0.29817 2.34966 4.29470 -0.1 0.0 0.2
H -3.99035 0.40169 -0.61512 -0.3 0.3 -0.2
H -5.19597 1.21991 0.39608 0.2 0.2 0.0
H -5.24954 2.23520 -1.91534 -0.1 -0.1 0.0
H -4.58525 3.41449 -0.77878 -0.2 0.1 0.2
H -3.50667 2.50969 -1.82174 -0.2 -0.1 0.1
Cl -0.54631 -1.59085 0.72818 0.1 0.9 -0.1
C -0.37171 -3.33420 0.74005 0.1 -0.1 0.7
Cl -1.91430 -4.07029 1.12365 -0.7 -0.4 0.4
C -0.00244 -3.74017 -0.65478 -0.3 -0.3 -1.5
O -0.85209 -3.89067 -1.49906 0.1 0.0 0.0
C 1.42522 -3.93498 -0.96615 0.5 0.2 0.5
C 2.35297 -4.07306 0.07606 0.3 -0.1 -0.4
C 3.69386 -4.24885 -0.22978 0.0 0.0 0.1
C 4.11170 -4.27612 -1.54301 0.1 0.0 0.0
C 3.19391 -4.14387 -2.56873 0.2 -0.1 -0.2
C 1.85799 -3.97981 -2.28005 -0.3 0.0 0.0
C 1.88719 -4.06088 1.45272 -1.4 0.3 0.2
Cl 2.98128 -4.52072 2.70392 0.1 0.0 0.2
C 0.62586 -3.73067 1.76741 1.1 -0.5 0.3
H 4.39652 -4.36773 0.57806 0.1 0.0 0.0
H 5.15740 -4.40251 -1.76601 0.2 0.0 -0.1
H 3.52454 -4.17123 -3.59444 0.0 0.0 -0.1
H 1.12716 -3.88041 -3.06462 -0.1 0.1 -0.1
H 0.30854 -3.78877 2.79560 -0.2 0.2 0.1
```
Forces are in eV/Å.

For the LUMO energy, the calculation gives 0.04772 Ha. For the strongest force on any atom, the calculation gives 0.057 Eh/bohr. Its HOMO energy is -3.119 eV. The total charge is -1. The value obtained for the energy relative to the best compared isomer or geometry (same formula, charge and spin) is 0.0 kJ/mol. The orbital gap is 0.1623 Ha.